# 1
Computed, not measured: a molecular structure, C38H39BCuIN8O, with ωB97M-V/def2-TZVPD.

Each line ends with the Löwdin charge.
Atoms and positions in Å:
Cu (11.73931, 12.72652, 9.08595)  0.337
C (13.75208, 16.30624, 14.42493)  -0.039
C (13.02801, 15.06947, 14.05312)  -0.286
C (12.33923, 14.29218, 15.01001)  0.026
C (11.76898, 13.16661, 14.27560)  -0.276
N (12.01466, 13.31728, 12.94986)  0.128
N (12.79968, 14.48788, 12.81967)  0.024
B (13.60552, 14.72622, 11.48827)  -0.422
N (14.41970, 13.47060, 10.91647)  0.043
N (14.53236, 13.23484, 9.51907)  0.130
C (14.91399, 11.96904, 9.41610)  -0.327
C (15.27878, 11.44124, 10.65599)  -0.021
C (15.10716, 12.46141, 11.59668)  -0.266
C (15.51591, 12.42001, 13.02614)  -0.030
C (15.06369, 11.33878, 8.11567)  -0.175
C (14.83488, 12.11538, 6.95926)  -0.038
C (14.77857, 11.49683, 5.69989)  -0.072
C (14.88570, 10.08024, 5.62823)  -0.086
C (15.18986, 9.34989, 6.80745)  -0.108
C (15.30203, 9.95552, 8.04254)  -0.048
N (12.61790, 15.25622, 10.30225)  0.086
N (12.06550, 14.47454, 9.25578)  -0.004
C (11.83524, 15.30980, 8.20614)  -0.198
C (12.07482, 16.65085, 8.60597)  0.034
C (12.52276, 16.55534, 9.91254)  -0.304
C (12.86965, 17.68570, 10.75673)  -0.036
C (11.29173, 14.93382, 6.86439)  -0.133
C (10.54913, 15.86153, 6.10166)  -0.051
C (9.86589, 15.52676, 4.96582)  -0.093
C (9.95477, 14.19844, 4.52570)  -0.081
C (10.85628, 13.29284, 5.14948)  -0.061
C (11.57184, 13.65415, 6.30652)  -0.024
C (11.06327, 12.02289, 14.66474)  -0.221
C (10.41655, 12.01581, 15.89919)  -0.027
C (9.63199, 10.92414, 16.35814)  -0.073
C (9.67090, 9.74549, 15.61515)  -0.112
C (10.28078, 9.75282, 14.37102)  -0.090
C (10.94792, 10.89437, 13.84275)  -0.010
H (14.56535, 16.52035, 13.71721)  0.070
H (13.05272, 17.14137, 14.50437)  0.083
H (14.14346, 16.15737, 15.45381)  0.090
H (12.14817, 14.43853, 16.07631)  0.100
H (14.41209, 15.58639, 11.64746)  0.090
H (15.72055, 10.46991, 10.74132)  0.090
H (14.60949, 12.25951, 13.72214)  0.096
H (16.14457, 11.51673, 13.20638)  0.085
H (15.98956, 13.41190, 13.25643)  0.096
H (14.77738, 13.18297, 7.03074)  0.103
H (14.76198, 12.11385, 4.78248)  0.107
H (14.84818, 9.45420, 4.71159)  0.100
H (15.52266, 8.35594, 6.65320)  0.082
H (15.49086, 9.38177, 8.97530)  0.113
H (11.92344, 17.42151, 7.96017)  0.070
H (13.10518, 18.58250, 10.15716)  0.090
H (12.01235, 17.91913, 11.43433)  0.102
H (13.73262, 17.47767, 11.44700)  0.070
H (10.53261, 16.90147, 6.45077)  0.109
H (9.21016, 16.25862, 4.42791)  0.120
H (9.31406, 13.85141, 3.75158)  0.084
H (11.02811, 12.35064, 4.71981)  0.080
H (12.21463, 13.04126, 6.94067)  0.074
H (10.45567, 12.90565, 16.54435)  0.109
H (8.98542, 11.10224, 17.22764)  0.104
H (9.18489, 8.84460, 15.96070)  0.095
H (10.30379, 8.83523, 13.83104)  0.079
H (11.50297, 10.82543, 12.87946)  0.106
I (7.09738, 15.01879, 11.72770)  0.864
C (7.88428, 13.58692, 10.43977)  -0.713
C (7.00912, 12.95784, 9.51921)  -0.142
C (7.57163, 12.07815, 8.59953)  -0.055
C (8.98494, 11.98188, 8.54188)  -0.089
N (9.78211, 12.52399, 9.50040)  0.000
C (9.27420, 13.30671, 10.49406)  -0.149
H (5.88513, 13.10525, 9.50626)  0.120
H (6.94688, 11.59575, 7.90227)  0.087
H (9.45324, 11.38528, 7.75325)  0.111
H (9.91139, 13.56826, 11.36577)  0.102
C (12.19999, 7.53982, 10.32860)  -0.047
N (11.86918, 8.60214, 9.40080)  -0.172
C (11.11947, 8.17990, 8.17728)  -0.023
C (12.23459, 9.87458, 9.53737)  -0.246
O (11.99317, 10.81818, 8.72007)  -0.077
H (12.55076, 7.93726, 11.26827)  0.081
H (13.07477, 6.98991, 9.87995)  0.112
H (11.30690, 6.92554, 10.46507)  0.093
H (11.63814, 8.57528, 7.25482)  0.108
H (10.03058, 8.38472, 8.26416)  0.093
H (11.09210, 7.05153, 8.11150)  0.094
H (12.87300, 10.09913, 10.45350)  0.157

Output
DFT total energy ... -3947.754733 Ha
LUMO level ... 0.304 eV
Max |F| ... 0.1024 Eh/bohr


# 2
Computed, not measured: 10 unconnected molecules or ions with the total composition C37H51Br2ClFO30P, with ωB97M-V/def2-TZVPD.

Each line ends with the Löwdin charge.
Atoms and positions in Å:
O (2.33443, 3.69832, -3.46807)  -0.002
C (1.42524, 2.81174, -3.05503)  -0.273
O (-0.01007, 2.63969, -3.45506)  -0.074
C (-0.30356, 1.17454, -3.56346)  -0.299
C (-1.77714, 0.62762, -3.10060)  -0.129
C (-2.04986, 0.64049, -1.48395)  -0.242
C (-2.44472, -0.85250, -0.86314)  -0.528
Br (-4.22295, -1.32903, -1.67963)  0.673
C (1.05744, 0.37186, -3.07283)  -0.587
Br (2.10538, 0.34280, -4.82283)  0.768
C (0.93971, -1.18017, -2.55798)  -0.174
C (2.40350, -1.94555, -2.52854)  -0.183
C (2.46384, -2.90546, -1.17456)  -0.110
F (3.82513, -2.87731, -0.54171)  -0.162
C (1.56753, 1.53543, -1.99579)  -0.355
P (3.21348, 1.28061, -1.06298)  0.733
O (2.80910, 0.31163, 0.36851)  -0.370
Cl (3.92786, 3.12653, -0.20071)  0.209
H (-0.27367, 0.97261, -4.73295)  0.109
H (-1.91807, -0.47858, -3.47546)  0.110
H (-2.59855, 1.32097, -3.60633)  0.123
H (-2.96434, 1.37665, -1.28768)  0.102
H (-1.14823, 1.02288, -0.84385)  0.095
H (-2.60424, -0.74846, 0.31266)  0.088
H (-1.62654, -1.66826, -1.05659)  0.052
H (0.44699, -1.14045, -1.47639)  0.111
H (0.22949, -1.76781, -3.28430)  0.136
H (3.32526, -1.22314, -2.50061)  0.076
H (2.57283, -2.67354, -3.44677)  0.121
H (1.71622, -2.51502, -0.35073)  0.095
H (2.24875, -4.04098, -1.41257)  0.133
H (0.83908, 1.86731, -1.14232)  0.118
H (1.83444, 0.49852, 0.58828)  0.045
O (-0.41779, -2.80194, 0.65289)  0.090
C (-0.32957, -2.16865, 1.69156)  -0.495
O (0.55716, -1.15257, 1.90311)  0.046
C (0.19374, -0.53743, 3.12478)  -0.125
C (-0.54966, -1.61562, 3.84439)  -0.133
O (-1.10461, -2.38481, 2.79440)  0.076
H (1.08121, -0.20723, 3.67160)  0.126
H (-0.43567, 0.33228, 2.90909)  0.141
H (0.11189, -2.25422, 4.43924)  0.132
H (-1.33621, -1.21804, 4.49164)  0.141
O (-1.27826, -0.06936, 7.57574)  0.127
C (-0.12381, -0.46297, 7.57706)  -0.510
O (0.62600, -0.65182, 8.70205)  0.072
C (1.80747, -1.32001, 8.30129)  -0.128
C (1.92966, -0.96403, 6.85515)  -0.129
O (0.58687, -0.77104, 6.45293)  0.030
H (2.66433, -0.97798, 8.88818)  0.142
H (1.67546, -2.39576, 8.45753)  0.138
H (2.48305, -0.03195, 6.69931)  0.120
H (2.39974, -1.75866, 6.26928)  0.146
O (-6.53957, 2.48376, -2.27813)  0.133
C (-5.71855, 3.38387, -2.33638)  -0.511
O (-4.39774, 3.24546, -2.02051)  0.032
C (-3.75004, 4.43503, -2.43084)  -0.140
C (-4.85496, 5.44101, -2.44309)  -0.140
O (-6.00166, 4.66150, -2.72519)  0.066
H (-2.95148, 4.70205, -1.73325)  0.139
H (-3.31709, 4.27717, -3.42418)  0.139
H (-4.98829, 5.92747, -1.47104)  0.135
H (-4.71011, 6.20891, -3.20794)  0.139
O (-2.73441, -6.92207, -3.68972)  0.114
C (-2.64620, -6.28878, -2.65105)  -0.522
O (-1.75946, -5.27270, -2.43950)  0.056
C (-2.12288, -4.65756, -1.21783)  -0.149
C (-2.86628, -5.73575, -0.49822)  -0.138
O (-3.42124, -6.50493, -1.54822)  0.065
H (-1.23541, -4.32736, -0.67102)  0.109
H (-2.75230, -3.78785, -1.43352)  0.080
H (-2.20473, -6.37435, 0.09663)  0.139
H (-3.65283, -5.33817, 0.14903)  0.099
O (8.98491, 5.73645, 1.74748)  0.126
C (8.25104, 5.71324, 0.77353)  -0.516
O (8.25203, 4.72703, -0.17033)  0.066
C (7.12194, 4.94506, -0.99393)  -0.147
C (6.84667, 6.40351, -0.82028)  -0.141
O (7.32222, 6.67126, 0.48520)  0.058
H (7.34293, 4.68376, -2.03245)  0.141
H (6.29803, 4.31847, -0.63667)  0.070
H (7.40267, 7.02171, -1.53302)  0.133
H (5.78182, 6.63849, -0.90105)  0.136
O (-4.08356, -3.73271, 1.03581)  0.104
C (-4.87663, -2.96369, 1.55283)  -0.508
O (-4.59980, -2.18397, 2.63859)  0.058
C (-5.68256, -1.28455, 2.78565)  -0.137
C (-6.80973, -1.98954, 2.10339)  -0.134
O (-6.15742, -2.77168, 1.12112)  0.054
H (-5.88860, -1.09546, 3.84274)  0.138
H (-5.42483, -0.33843, 2.29831)  0.137
H (-7.35700, -2.65498, 2.77939)  0.137
H (-7.51561, -1.29468, 1.64017)  0.142
O (6.14183, 1.39556, -1.18331)  0.020
C (6.38702, 0.27354, -1.59395)  -0.537
O (7.03571, -0.68746, -0.87343)  0.071
C (6.92164, -1.89510, -1.60251)  -0.138
C (6.69818, -1.42983, -3.00486)  -0.139
O (6.04900, -0.18413, -2.83490)  0.039
H (7.83008, -2.49544, -1.50271)  0.137
H (6.07299, -2.46561, -1.21087)  0.116
H (7.63629, -1.26885, -3.54647)  0.135
H (6.07121, -2.11915, -3.57706)  0.136
O (2.74041, 1.52420, 4.86009)  0.128
C (1.94733, 2.29322, 5.37711)  -0.519
O (2.22417, 3.07294, 6.46287)  0.069
C (1.14141, 3.97236, 6.60993)  -0.132
C (0.01424, 3.26738, 5.92767)  -0.131
O (0.66655, 2.48523, 4.94540)  0.054
H (0.93537, 4.16145, 7.66702)  0.141
H (1.39914, 4.91849, 6.12259)  0.139
H (-0.53303, 2.60193, 6.60367)  0.130
H (-0.69164, 3.96224, 5.46445)  0.140
O (-3.54103, 0.09085, -5.11199)  0.090
C (-4.07144, -0.96021, -5.43079)  -0.519
O (-3.46217, -2.18048, -5.37436)  0.049
C (-4.46538, -3.15192, -5.60424)  -0.137
C (-5.50986, -2.39508, -6.35873)  -0.137
O (-5.35188, -1.06883, -5.89158)  0.067
H (-4.06602, -3.99363, -6.17667)  0.142
H (-4.82999, -3.51873, -4.63905)  0.134
H (-5.33892, -2.41187, -7.44030)  0.136
H (-6.51936, -2.76129, -6.15272)  0.139

Output
DFT total energy ... -9747.029458 Ha
LUMO level ... -0.154 eV
Max |F| ... 0.1830 Eh/bohr
SMILES ... O=C1O[C@H](CCCBr)[C@](Br)(CCCF)[C@H]1P(O)Cl.O=C1OCCO1.O=C1OCCO1.O=C1OCCO1.O=C1OCCO1.O=C1OCCO1.O=C1OCCO1.O=C1OCCO1.O=C1OCCO1.O=C1OCCO1


# 3
Computed, not measured: a molecular structure, C22H43HfN2P3S, with ωB97M-V/def2-TZVPD.

Each line ends with the Löwdin charge.
Atoms and positions in Å:
Hf (0.65210, 0.64573, -0.34581)  1.255
P (2.19184, 2.19548, 1.09312)  0.725
P (-1.24689, 0.82288, 1.99577)  0.741
P (-1.01238, 2.46450, -0.97703)  0.688
H (1.57005, -0.86425, -2.79256)  0.026
C (1.31937, 0.15026, -2.46302)  -0.224
C (2.25295, 0.91031, -1.61204)  -0.331
H (3.08341, 0.44710, -1.05608)  0.098
C (3.65579, 1.34736, 1.73568)  -0.224
C (1.66008, 3.24430, 2.49726)  -0.215
C (2.96934, 3.46348, 0.00594)  -0.209
C (-2.77114, -0.17802, 1.80542)  -0.241
C (-0.56617, 0.06782, 3.53436)  -0.237
C (-1.94156, 2.37505, 2.69033)  -0.247
C (-0.74641, 2.94845, -2.72133)  -0.240
C (-1.03748, 4.14014, -0.24376)  -0.206
C (-2.80358, 2.10841, -1.04735)  -0.232
H (0.91537, 0.61883, -3.39076)  0.056
H (2.28200, 1.98487, -1.82051)  0.055
H (3.93712, 0.52198, 1.07671)  0.039
H (3.42678, 0.95491, 2.72927)  0.071
H (4.47857, 2.06489, 1.79586)  0.083
H (1.19764, 2.62393, 3.27957)  0.039
H (0.95131, 4.02031, 2.16303)  0.055
H (2.57645, 3.71467, 2.88852)  0.089
H (3.27106, 3.02923, -0.95300)  0.035
H (3.87723, 3.79774, 0.51954)  0.082
H (2.28989, 4.30503, -0.18740)  0.063
H (-3.42746, -0.06666, 2.67741)  0.082
H (-2.51282, -1.23768, 1.70764)  0.035
H (-3.31935, 0.14702, 0.91527)  0.030
H (-1.29163, 0.15817, 4.35888)  0.080
H (0.35842, 0.58468, 3.82869)  0.039
H (-0.35939, -0.99852, 3.36941)  0.040
H (-2.44857, 2.16842, 3.64021)  0.079
H (-2.68023, 2.81496, 2.01459)  0.040
H (-1.15330, 3.10752, 2.89309)  0.034
H (-1.26270, 3.89987, -2.89858)  0.080
H (-1.13344, 2.20250, -3.42163)  0.055
H (0.32116, 3.07713, -2.91401)  0.050
H (-1.66909, 4.78832, -0.86312)  0.088
H (-0.03452, 4.57133, -0.22738)  0.045
H (-1.43160, 4.14379, 0.77425)  0.037
H (-3.27864, 2.79224, -1.76771)  0.088
H (-3.26795, 2.25226, -0.06484)  0.044
H (-2.95851, 1.07233, -1.37737)  0.051
C (-0.72714, -2.61635, -3.73360)  -0.552
C (-2.07966, -2.96153, -3.54323)  -0.053
C (-2.32854, -4.23226, -3.04098)  -0.005
C (-1.32210, -5.05235, -2.53091)  0.033
C (-0.03240, -4.53242, -2.49366)  -0.033
C (0.31009, -3.29470, -3.04703)  -0.053
S (-0.37539, -1.32891, -4.84443)  1.100
H (-1.50618, -0.65248, -4.67601)  -0.061
H (-2.87445, -2.23395, -3.81661)  0.140
H (-3.35870, -4.50649, -2.97125)  0.132
H (-1.51627, -6.09517, -2.23275)  0.157
H (0.75157, -5.10944, -2.03248)  0.130
H (1.29075, -2.80182, -2.90533)  0.117
N (0.69298, -5.25379, 2.29490)  0.208
C (0.68787, -4.00787, 1.75471)  -0.258
C (-0.40488, -3.59754, 0.95463)  0.016
C (-0.36258, -2.33165, 0.38791)  -0.158
N (0.64425, -1.43546, 0.64053)  -0.154
C (1.70431, -1.86273, 1.40708)  -0.111
C (1.76069, -3.11646, 1.99141)  0.040
H (-0.04438, -5.91971, 2.13654)  0.134
H (1.43611, -5.61711, 2.87150)  0.142
H (-1.25190, -4.27043, 0.77000)  0.139
H (-1.12974, -2.01293, -0.31732)  0.111
H (2.55002, -1.16934, 1.48283)  0.098
H (2.60261, -3.39017, 2.64906)  0.151

Output
Charge ... +4
DFT total energy ... -2442.266178 Ha
LUMO level (alpha / beta) ... -15.968 / -15.968 eV
Max |F| ... 0.1332 Eh/bohr
ΔE to the lowest compared entry with this formula, charge and spin ... 183.5 kJ/mol